[1]
C15H27Br12Cl9 | the ωB97M-V functional and the def2-TZVPD basis

Computed properties:
**Maximum force**: 0.048 hartree/bohr
**Total charge**: 0
**HOMO level**: -10.072 eV
**Electronic energy**: -969204.809 eV
**Frontier orbital gap**: 10.199 eV
**LUMO**: 0.1 eV

```
63
Properties=species:S:1:pos:R:3:forces:R:3:lowdin_charge:R:1
Br 5.134 -1.932 -3.465 0.27 0.16 -0.08 0.639
C 3.316 -2.110 -2.833 0.09 -0.29 0.25 -0.739
C 2.580 -2.949 -3.823 -0.30 -0.55 -0.28 -0.700
Br 0.798 -3.442 -3.188 -0.09 0.23 0.10 0.617
H 2.905 -1.123 -2.711 -0.04 0.23 0.02 -0.021
H 3.385 -2.607 -1.872 -0.07 0.07 0.11 0.022
H 3.046 -3.916 -3.948 0.27 -0.03 -0.08 0.041
H 2.473 -2.481 -4.794 -0.10 0.12 0.00 0.058
Br -2.043 -5.121 -0.924 0.10 -0.17 -0.42 0.662
C -2.586 -4.481 0.802 -0.28 -0.02 0.44 -0.743
C -1.368 -4.322 1.679 -0.36 -0.04 -0.13 -0.692
Br -1.946 -3.479 3.328 0.04 -0.05 0.22 0.679
H -3.298 -5.193 1.211 0.15 -0.16 0.02 0.057
H -3.130 -3.555 0.661 0.20 0.20 -0.13 -0.019
H -0.623 -3.673 1.242 0.06 0.12 -0.09 -0.027
H -0.927 -5.279 1.933 0.04 -0.04 0.08 0.061
Br -2.126 1.861 -5.506 -0.03 0.07 -0.03 0.656
C -1.274 3.371 -4.629 -0.03 0.31 -0.24 -0.696
C -0.937 2.966 -3.237 0.14 -0.30 0.27 -0.769
Br -0.443 4.515 -2.177 0.09 0.15 0.01 0.635
H -1.937 4.229 -4.617 -0.24 -0.10 -0.27 0.052
H -0.393 3.600 -5.213 0.10 0.11 -0.07 0.058
H -0.095 2.285 -3.201 -0.12 0.13 -0.01 -0.046
H -1.791 2.505 -2.754 -0.05 0.02 0.19 0.027
Br -3.318 -1.455 -1.200 -0.13 0.01 0.21 0.724
C -2.875 -2.020 -3.000 0.44 -0.56 0.07 -0.704
C -3.744 -1.286 -3.952 -0.49 1.02 -0.05 -0.743
Br -3.133 -1.570 -5.750 0.06 -0.20 -0.41 0.633
H -2.988 -3.098 -3.062 -0.15 -0.01 0.15 0.033
H -1.823 -1.799 -3.145 0.07 0.19 0.01 0.010
H -3.699 -0.212 -3.767 0.19 -0.04 -0.13 0.020
H -4.796 -1.544 -3.916 -0.02 -0.37 0.08 0.060
Br 5.342 3.818 6.056 0.26 0.13 0.29 0.645
C 3.759 3.851 4.965 -0.13 -0.13 -0.42 -0.716
C 2.884 2.645 5.263 0.16 0.47 0.01 -0.675
Br 2.094 1.975 3.634 -0.06 -0.07 -0.28 0.692
H 4.098 3.834 3.936 0.11 0.01 -0.03 0.030
H 3.247 4.786 5.145 -0.06 0.12 0.07 0.056
H 2.053 2.920 5.897 -0.05 -0.16 0.25 0.058
H 3.480 1.857 5.696 -0.10 -0.31 0.04 0.034
Br 0.745 0.335 -1.824 0.22 -0.24 -0.29 0.799
C -0.191 0.344 -0.174 -0.77 0.17 0.80 -0.771
C 0.705 0.238 1.013 0.46 -1.16 0.27 -0.652
Br 1.262 -1.636 1.310 0.05 0.14 -0.14 0.672
H -0.965 -0.419 -0.180 0.27 -0.28 -0.14 -0.007
H -0.770 1.271 -0.055 1.75 -1.01 -0.69 -0.144
H 0.218 0.445 1.957 -0.23 0.45 -0.04 -0.021
H 1.644 0.762 0.900 -0.05 0.35 0.01 0.013
C -3.235 3.652 0.769 0.20 -0.01 -0.21 -1.472
Cl -4.697 3.585 -0.178 -0.29 -0.04 -0.25 0.563
Cl -2.086 2.380 0.234 -1.87 1.45 0.71 0.616
Cl -3.595 3.538 2.482 -0.27 0.64 -0.40 0.520
H -2.744 4.590 0.565 0.07 0.15 0.07 0.009
C 4.691 -0.334 1.111 -0.25 -0.12 -0.27 -1.560
Cl 4.737 -2.041 0.663 0.27 0.00 0.04 0.518
Cl 4.736 0.683 -0.340 0.11 -0.01 0.12 0.525
Cl 5.962 0.066 2.257 -0.05 0.06 -0.09 0.546
H 3.727 -0.161 1.569 0.02 0.01 0.24 -0.064
C -1.937 -0.022 4.587 0.19 0.41 0.01 -1.504
Cl -2.742 0.101 6.169 0.24 -0.01 -0.43 0.530
Cl -0.238 -0.482 4.746 -0.31 -0.02 0.11 0.496
Cl -2.086 1.502 3.662 0.32 -1.01 0.79 0.472
H -2.440 -0.772 3.996 -0.04 -0.18 0.07 -0.054
```
Positions in Å, forces in eV/Å.

***

[2]
C22H28FeN3O4 | the ωB97M-V functional and the def2-TZVPD basis

Computed properties:
**Maximum force**: 0.140 hartree/bohr
**Total charge**: +1
**HOMO level (spin up / spin down)**: -7.860 / -9.408 eV
**Spin multiplicity**: 5
**Electronic energy**: -70295.786 eV
**Frontier orbital gap (spin up / spin down)**: 3.995 / 3.086 eV
**LUMO (spin up / spin down)**: -3.9 / -6.3 eV

```
58
Properties=species:S:1:pos:R:3:forces:R:3:lowdin_charge:R:1
C -3.446 4.192 -2.400 -0.11 -0.28 -0.11 -0.082
O -2.180 4.803 -2.453 2.36 -0.66 0.01 -0.126
C -1.074 3.902 -2.562 -0.87 -0.96 -0.55 -0.353
C -0.624 3.154 -1.464 -1.10 0.79 -0.22 -0.082
C 0.574 2.223 -1.572 -0.81 -2.24 0.14 -0.242
C 1.324 2.297 -2.895 0.28 -0.29 -0.66 -0.141
C 0.813 3.022 -3.962 -0.96 -1.00 0.16 -0.172
C -0.363 3.821 -3.822 -1.45 0.10 -0.62 -0.090
Fe 0.992 4.300 -2.238 1.50 1.80 0.83 0.056
C 2.116 4.254 -0.732 0.97 0.10 1.16 -0.108
O 2.775 4.164 0.192 0.13 0.09 0.10 0.144
C 0.400 6.045 -1.746 -1.21 2.63 0.80 -0.056
O 0.054 7.088 -1.449 0.31 -0.75 -0.20 0.181
C 2.313 5.126 -3.328 2.07 1.26 -1.59 -0.067
O 3.095 5.612 -3.997 -0.48 -0.35 0.37 0.174
H -4.175 4.968 -2.161 0.13 -0.05 -0.02 0.096
H -3.673 3.763 -3.376 -0.23 -0.16 0.01 0.094
H -3.461 3.420 -1.631 -0.18 -0.10 0.02 0.083
H -1.168 3.228 -0.524 0.22 -0.06 -0.14 0.125
H 1.252 2.307 -0.700 -0.37 -0.19 -0.33 0.069
H 0.182 1.185 -1.485 0.10 0.12 0.00 0.125
H 2.240 1.716 -3.023 -0.37 0.16 0.17 0.119
H 1.332 3.008 -4.924 -0.10 0.12 0.37 0.133
H -0.747 4.400 -4.663 0.19 -0.14 0.31 0.125
C -2.453 -5.311 0.108 -0.70 0.13 1.28 -0.025
N -1.243 -4.513 0.254 0.16 1.50 2.28 -0.125
C -0.261 -4.635 -0.819 0.32 0.11 0.09 -0.037
C -0.977 -3.589 1.291 -1.33 -1.94 -0.87 -0.256
N 0.160 -2.970 1.242 -0.43 1.57 -0.35 0.114
C 0.394 -2.102 2.331 5.74 -2.05 -3.81 -0.239
C 1.712 -1.334 2.228 0.02 0.65 -0.18 -0.185
C 1.792 -0.115 1.572 -0.12 -0.12 0.14 -0.032
C 2.999 0.549 1.467 -0.12 0.20 -0.18 -0.048
C 4.143 -0.011 1.996 0.17 0.09 -0.03 -0.051
C 4.077 -1.230 2.638 0.11 -0.19 -0.03 -0.053
C 2.870 -1.889 2.749 -0.34 -0.29 0.38 -0.026
N -1.875 -3.273 2.338 1.29 0.07 -1.44 -0.093
C -2.958 -4.130 2.805 -0.64 -0.84 -0.78 -0.020
C -1.553 -2.164 3.235 -3.16 -1.50 1.80 -0.027
H -3.055 -5.251 1.127 1.71 -1.80 -6.06 0.046
H -3.060 -4.933 -0.712 -0.18 0.02 -0.01 0.104
H -2.200 -6.352 -0.078 0.08 -0.04 -0.02 0.102
H 0.586 -3.979 -0.623 -0.19 -0.15 -0.05 0.080
H 0.105 -5.658 -0.889 -0.06 -0.11 0.02 0.096
H -0.701 -4.350 -1.773 -0.17 -0.02 -0.05 0.097
H -0.400 -1.094 1.874 1.96 -0.69 -0.38 0.286
H 0.564 -2.805 3.186 -0.63 1.16 0.40 0.176
H 0.906 0.317 1.141 -0.33 0.24 -0.15 0.102
H 3.045 1.509 0.979 -0.02 0.12 -0.10 0.096
H 5.087 0.498 1.897 0.11 0.10 0.04 0.117
H 4.971 -1.672 3.048 0.09 -0.10 0.05 0.116
H 2.821 -2.846 3.241 0.05 -0.21 0.19 0.120
H -3.197 -4.913 1.944 -0.16 3.10 5.57 0.051
H -2.664 -4.645 3.717 0.00 -0.15 0.06 0.104
H -3.854 -3.541 2.996 -0.04 0.04 -0.01 0.104
H -0.582 -1.564 2.876 -3.52 0.68 2.35 0.040
H -2.389 -1.461 3.289 0.03 0.28 -0.22 0.132
H -1.358 -2.539 4.242 0.29 0.19 0.07 0.131
```
Positions in Å, forces in eV/Å.

***

[3]
C5H13O | the ωB97M-V functional and the def2-TZVPD basis

Computed properties:
**Maximum force**: 0.083 hartree/bohr
**Total charge**: +1
**HOMO level (spin up / spin down)**: -13.484 / -12.381 eV
**Electronic energy**: -7428.614 eV
**Frontier orbital gap (spin up / spin down)**: 9.451 / 7.732 eV
**LUMO (spin up / spin down)**: -4.0 / -4.6 eV

```
19
Properties=species:S:1:pos:R:3:forces:R:3:lowdin_charge:R:1
C 1.124 -1.211 0.629 2.05 0.69 2.64 -0.051
C -0.108 -0.142 -1.590 3.03 1.62 2.54 0.009
C -2.150 0.479 0.067 -0.41 3.49 -1.99 0.089
C -1.037 -0.224 1.994 1.85 -0.19 3.67 0.089
C 0.081 -0.508 -0.131 1.79 -0.83 -2.14 -0.244
O -0.930 -0.096 0.650 -2.98 -0.39 0.83 -0.196
H 1.729 -2.044 0.223 -0.66 0.72 -0.72 0.108
H 0.706 -1.646 1.608 0.32 0.47 -1.59 0.098
H 1.966 -0.431 1.044 -2.01 -1.80 -0.87 0.091
H -0.003 0.916 -1.876 0.00 0.03 0.64 0.122
H -0.984 -0.450 -1.954 -3.25 -1.52 -1.51 0.032
H 0.673 -0.608 -2.091 1.34 -1.06 -1.06 0.083
H -1.891 1.572 0.242 -0.71 -1.13 -1.15 0.165
H -2.517 0.199 -0.988 1.56 0.22 1.78 0.160
H -2.981 0.336 0.681 -0.86 -0.99 1.47 0.086
H 2.611 1.214 0.390 0.69 -0.27 -2.11 0.051
H -1.979 -0.202 2.550 0.13 0.13 -1.18 0.117
H -0.085 -0.240 2.595 -1.37 0.19 -1.21 0.120
H 2.829 1.025 -0.371 -0.51 0.62 1.96 0.074
```
Positions in Å, forces in eV/Å.

***

[4]
C37H55AsNO5ReS3Si | the ωB97M-V functional and the def2-TZVPD basis

Computed properties:
**Maximum force**: 0.013 hartree/bohr
**Total charge**: +1
**HOMO level (spin up / spin down)**: -10.423 / -10.953 eV
**Spin multiplicity**: 4
**Electronic energy**: -154342.432 eV
**Frontier orbital gap (spin up / spin down)**: 7.140 / 7.198 eV
**LUMO (spin up / spin down)**: -3.3 / -3.8 eV

```
104
Properties=species:S:1:pos:R:3:forces:R:3:lowdin_charge:R:1
Re 0.235 0.509 -0.600 -0.05 -0.36 -0.58 0.922
C -4.500 -1.577 1.005 0.00 0.00 -0.02 -0.016
C -3.029 -1.791 0.682 0.01 -0.02 0.02 -0.608
C -2.373 -2.686 1.723 0.02 -0.05 -0.06 -0.007
C -2.853 -2.376 -0.709 0.01 -0.01 -0.02 -0.026
O -2.350 -0.507 0.646 -0.08 0.12 -0.05 -0.216
Si -2.229 0.689 1.740 0.01 0.04 -0.02 -0.096
S -0.770 2.022 0.860 -0.06 0.05 0.08 0.384
O -3.600 1.481 2.059 0.07 0.04 0.06 -0.143
C -4.407 2.473 1.382 -0.03 -0.04 -0.03 -0.628
C -3.911 3.847 1.806 0.01 0.01 0.00 -0.027
C -5.829 2.237 1.867 -0.02 0.01 -0.01 -0.019
C -4.316 2.298 -0.128 0.01 -0.02 0.01 -0.034
O -1.591 0.107 3.106 -0.13 -0.17 0.04 -0.143
C -1.729 0.446 4.502 0.07 0.07 -0.02 -0.628
C -1.402 1.923 4.684 -0.01 0.01 0.02 -0.021
C -3.144 0.132 4.964 -0.01 -0.01 0.02 -0.016
C -0.717 -0.428 5.226 0.00 0.00 0.01 -0.020
H -5.023 -2.534 0.992 0.00 0.00 0.00 0.098
H -4.966 -0.922 0.268 0.00 0.01 0.00 0.083
H -4.626 -1.133 1.995 0.01 0.01 0.01 0.086
H -2.849 -3.668 1.710 -0.01 0.00 0.00 0.102
H -2.470 -2.267 2.723 0.01 0.01 0.01 0.081
H -1.312 -2.822 1.506 -0.43 -0.09 0.06 0.053
H -3.326 -3.358 -0.764 0.00 0.00 -0.01 0.096
H -1.791 -2.489 -0.941 0.00 0.00 0.00 0.067
H -3.305 -1.727 -1.460 0.00 0.02 0.00 0.082
H -3.995 3.964 2.887 0.01 -0.01 0.00 0.089
H -4.506 4.626 1.329 0.00 0.00 0.01 0.095
H -2.869 3.987 1.515 0.00 0.00 -0.01 0.060
H -5.873 2.306 2.954 0.00 0.00 0.00 0.090
H -6.176 1.248 1.565 0.01 -0.01 0.00 0.085
H -6.503 2.984 1.445 0.00 0.00 0.00 0.094
H -3.304 2.495 -0.488 0.01 0.00 0.00 0.042
H -4.993 2.996 -0.623 0.00 0.00 0.01 0.098
H -4.597 1.285 -0.417 0.00 0.00 0.00 0.080
H -2.114 2.545 4.137 0.00 0.00 -0.01 0.076
H -0.396 2.132 4.316 0.00 0.00 -0.01 0.078
H -1.448 2.198 5.738 0.00 -0.01 0.00 0.096
H -3.872 0.733 4.419 0.00 -0.01 -0.01 0.076
H -3.244 0.346 6.029 0.00 0.00 0.00 0.095
H -3.368 -0.925 4.809 0.00 0.00 -0.02 0.090
H 0.291 -0.212 4.869 0.01 0.00 -0.01 0.082
H -0.929 -1.481 5.041 0.00 0.00 0.00 0.090
H -0.755 -0.246 6.301 0.00 0.00 0.00 0.093
S -1.363 0.803 -2.244 0.04 0.23 0.10 0.607
C -0.662 0.665 -3.883 0.02 -0.08 -0.02 -0.639
C -1.407 1.187 -4.934 0.00 0.00 -0.01 -0.106
C -0.909 1.123 -6.228 -0.01 0.01 0.01 -0.060
C 0.324 0.541 -6.486 0.01 0.00 0.01 -0.065
C 1.064 0.006 -5.441 -0.01 -0.01 -0.03 -0.080
C 0.567 0.068 -4.148 -0.05 0.02 0.05 -0.421
As 1.427 -0.694 -2.623 -0.18 0.00 0.15 1.267
C 0.887 -2.543 -2.662 0.06 -0.01 -0.02 -0.371
C -0.103 -2.970 -3.539 -0.02 0.01 0.01 -0.088
C -0.546 -4.285 -3.487 0.01 -0.01 0.00 -0.066
C -0.005 -5.168 -2.566 -0.01 0.01 -0.01 -0.066
C 0.988 -4.742 -1.692 -0.01 0.01 0.00 -0.061
C 1.432 -3.430 -1.736 0.01 -0.03 0.02 -0.127
C 3.313 -0.655 -2.975 0.01 0.09 0.07 -0.384
C 4.008 -1.784 -3.389 0.01 0.00 0.00 -0.091
C 5.375 -1.697 -3.621 -0.01 -0.01 0.00 -0.064
C 6.038 -0.492 -3.443 0.00 0.00 0.01 -0.068
C 5.339 0.636 -3.029 0.00 0.00 0.00 -0.073
C 3.977 0.555 -2.789 0.01 0.00 0.02 -0.117
H -2.366 1.651 -4.738 0.00 -0.01 0.00 0.107
H -1.489 1.539 -7.041 0.00 0.00 0.00 0.113
H 0.708 0.503 -7.497 0.00 0.00 0.00 0.111
H 2.026 -0.456 -5.631 0.00 0.00 0.00 0.111
H -0.535 -2.285 -4.258 0.01 0.01 0.00 0.104
H -1.317 -4.616 -4.170 0.00 0.00 0.00 0.111
H -0.355 -6.191 -2.527 0.00 0.00 0.00 0.110
H 1.413 -5.429 -0.973 0.00 0.00 0.00 0.113
H 2.202 -3.103 -1.047 -0.02 0.00 -0.03 0.084
H 3.493 -2.726 -3.530 0.00 0.00 0.00 0.104
H 5.920 -2.574 -3.945 0.00 0.00 0.00 0.112
H 7.102 -0.429 -3.628 0.00 0.00 0.00 0.111
H 5.856 1.578 -2.896 0.00 0.00 0.00 0.109
H 3.433 1.431 -2.452 -0.01 -0.01 0.00 0.098
O 0.881 -2.791 2.028 0.20 -0.03 0.05 0.140
C 0.688 -1.973 1.212 0.20 0.21 -0.15 -0.473
N 0.504 -1.182 0.334 0.13 0.01 0.26 -0.074
C 4.084 -1.475 0.385 -0.01 0.01 -0.03 -0.100
C 4.126 -0.928 1.806 -0.03 0.00 0.03 -0.264
C 4.028 0.595 1.881 0.03 0.04 0.01 -0.324
S 2.332 1.168 1.729 -0.06 -0.02 -0.09 0.992
O 2.068 1.102 0.191 0.18 -0.02 0.06 -0.748
C 2.495 2.940 2.072 -0.02 -0.03 0.06 -0.336
C 2.807 3.810 0.863 -0.03 0.00 -0.02 -0.272
C 4.211 3.661 0.290 0.03 -0.02 -0.04 -0.094
H 4.172 -2.561 0.390 0.01 0.00 0.02 0.087
H 4.898 -1.073 -0.222 0.01 0.01 0.01 0.082
H 3.148 -1.210 -0.108 0.03 -0.01 0.02 0.021
H 5.061 -1.212 2.291 0.02 0.00 -0.05 0.118
H 3.330 -1.374 2.410 0.00 0.01 0.00 0.101
H 4.624 1.096 1.117 0.02 -0.03 0.01 0.091
H 4.341 0.961 2.863 -0.02 -0.01 0.01 0.105
H 3.250 3.012 2.858 0.01 0.04 -0.02 0.101
H 1.530 3.213 2.499 -0.01 -0.02 -0.01 0.066
H 2.640 4.839 1.187 0.04 0.00 0.02 0.122
H 2.061 3.614 0.092 -0.01 0.03 0.00 0.095
H 4.970 3.659 1.075 0.00 0.02 0.00 0.084
H 4.435 4.491 -0.380 -0.01 0.00 -0.01 0.082
H 4.314 2.742 -0.290 -0.02 -0.01 0.03 0.050
```
Positions in Å, forces in eV/Å.

***

[5]
CH3N2PS | the ωB97M-V functional and the def2-TZVPD basis

Computed properties:
**Maximum force**: 0.079 hartree/bohr
**Total charge**: 0
**HOMO level (spin up / spin down)**: -8.717 / -8.716 eV
**Electronic energy**: -24185.809 eV
**Frontier orbital gap (spin up / spin down)**: 8.029 / 8.029 eV
**Structure (SMILES)**: [H]/P=N\N1CS1
**LUMO (spin up / spin down)**: -0.7 / -0.7 eV

```
8
Properties=species:S:1:pos:R:3:forces:R:3:lowdin_charge:R:1
C -0.506 -0.061 0.621 -2.84 -2.85 0.39 -0.528
N -0.088 0.526 -0.511 0.04 0.01 -2.11 -0.583
N 1.022 1.220 -0.425 0.28 1.03 0.12 -0.422
P 2.282 0.600 0.301 1.84 0.73 -0.34 0.780
S -1.757 1.116 -0.145 1.04 -0.32 0.42 0.762
H -0.756 -1.160 0.549 0.05 1.35 0.35 0.100
H -0.040 0.290 1.506 0.29 0.19 0.99 0.038
H 2.047 -0.802 0.434 -0.70 -0.14 0.18 -0.147
```
Positions in Å, forces in eV/Å.

***

[6]
C4H7IO | the ωB97M-V functional and the def2-TZVPD basis

Computed properties:
**Maximum force**: 0.014 hartree/bohr
**Total charge**: 0
**HOMO level**: -8.070 eV
**Electronic energy**: -14403.741 eV
**Frontier orbital gap**: 8.401 eV
**LUMO**: 0.3 eV

```
13
Properties=species:S:1:pos:R:3:forces:R:3:lowdin_charge:R:1
C 1.552 -0.418 -0.530 0.25 -0.09 -0.47 -0.054
C 0.923 -0.299 0.867 -0.19 0.09 0.71 -0.099
C 0.654 -1.439 0.004 0.35 0.21 -0.01 -0.456
C -1.247 1.597 -0.286 0.07 0.35 -0.31 -0.549
O 0.098 -2.487 -0.158 -0.20 -0.15 -0.04 0.078
I -2.763 0.103 -0.017 -0.19 0.50 -0.18 1.133
H 1.165 0.258 -1.280 -0.17 0.11 -0.03 0.097
H 2.607 -0.621 -0.624 0.16 -0.14 0.05 0.103
H 1.541 -0.420 1.743 0.20 -0.19 0.08 0.107
H 0.167 0.480 0.952 0.01 -0.04 -0.15 0.029
H -1.359 1.920 -1.329 -0.20 -0.27 0.02 -0.086
H -1.584 2.433 0.333 -0.23 -0.16 0.21 -0.090
H -1.754 -1.106 0.323 0.15 -0.22 0.12 -0.213
```
Positions in Å, forces in eV/Å.